# 1
Formula: C24H21F6NO4RuSe
Source: the OMol25 dataset
Level of theory: ωB97M-V/def2-TZVPD

**Frontier orbital gap**: 7.68 eV
**Lowest unoccupied orbital energy**: -0.05605 Eh
**Highest occupied orbital energy**: -9.2089 eV

XYZ file:
```
58
C24H21F6NO4RuSe | the OMol25 dataset | ωB97M-V/def2-TZVPD
Ru 0.250 -0.440 0.957
Se 0.474 -2.547 2.728
F -0.533 0.939 -1.716
F -2.859 1.156 -3.064
F 0.163 1.773 1.092
F -5.104 -0.027 -2.089
F -5.006 -1.431 0.222
F -2.687 -1.679 1.566
O 0.303 -2.438 1.021
O 1.972 -2.865 3.174
O -0.741 -3.278 3.441
O 0.219 -0.755 2.786
N 1.895 -0.038 0.241
C -1.542 -0.378 -0.030
C -1.632 0.334 -1.216
C 3.150 1.751 -0.930
C 1.238 2.270 0.372
C 0.728 -3.120 -2.302
C 2.118 1.308 -0.112
C 3.624 -2.805 -1.525
C 2.872 -1.030 -0.119
C 2.386 4.033 -0.679
C 4.998 -2.047 0.289
C 2.640 -1.875 -1.210
C -3.954 -0.141 -1.431
C -2.699 -0.977 0.431
C 4.670 -0.975 3.099
C 4.043 -1.100 0.653
C 1.328 3.608 0.124
C 4.792 -2.891 -0.785
C -3.901 -0.857 -0.250
C 1.407 -1.770 -2.080
C 4.323 -0.188 1.834
C 5.461 0.789 1.510
C 1.748 -1.089 -3.409
C 3.274 3.107 -1.202
C -2.810 0.463 -1.926
H 2.222 -0.119 -3.248
H -0.160 -2.990 -2.923
H 5.543 -3.626 -1.046
H 3.872 -1.660 3.377
H 5.619 1.470 2.348
H 0.681 -1.136 -1.576
H 2.498 5.085 -0.902
H 1.386 -3.822 -2.818
H 0.594 4.289 0.530
H 3.421 0.391 2.043
H 0.844 -0.932 -3.999
H 4.842 -0.280 3.923
H 4.084 3.442 -1.837
H 3.475 -3.472 -2.364
H 5.911 -2.127 0.865
H 0.427 -3.564 -1.353
H 5.587 -1.551 2.963
H 6.392 0.243 1.345
H 5.259 1.385 0.622
H 3.846 1.033 -1.341
H 2.434 -1.708 -3.993
```

---

# 2
Formula: C9H62NO23
Source: the OMol25 dataset
Level of theory: ωB97M-V/def2-TZVPD

**Frontier orbital gap**: 5.33 eV
**Energy above the lowest of the compared OMol25 structures with the same formula, charge and spin**: 47.85 kcal per mole
**Lowest unoccupied orbital energy**: 0.05780 Eh
**Highest occupied orbital energy**: -3.7610 eV
**Net charge**: -1

XYZ file:
```
95
C9H62NO23 | the OMol25 dataset | ωB97M-V/def2-TZVPD
O -4.803 -3.850 0.667
O 0.639 -5.341 -2.467
O -0.644 -0.667 -5.357
O -0.955 5.948 -0.945
O -3.307 2.764 1.970
O 0.762 3.592 -2.826
O -3.134 -1.162 -3.746
O 3.015 -3.918 0.377
O 2.037 5.628 -0.748
O 4.323 2.886 2.631
O -0.144 -5.645 0.364
O 2.611 -3.193 3.447
O -2.258 -2.170 2.747
O -0.945 3.651 3.974
O 4.097 -0.954 -4.270
O -4.932 -0.940 0.129
O -0.909 0.526 3.726
O 1.413 -0.895 4.599
O 5.044 -0.473 -1.634
O -2.932 0.660 -1.637
O -1.820 0.173 1.036
O -2.663 3.435 -2.257
O 1.536 4.103 2.673
N -0.658 -0.071 0.229
C 0.358 0.971 0.304
C 0.499 -2.185 1.092
C 1.692 -0.512 -1.359
C 1.139 0.877 -1.039
C -1.573 -2.233 -0.428
C -0.253 2.374 0.312
C -0.302 -1.486 -0.009
C 1.477 0.845 1.393
C 0.535 -1.484 -1.303
H -0.074 -1.335 -2.202
H -2.133 -1.661 -1.156
H -0.818 3.420 4.900
H 4.069 -0.176 -4.838
H 0.345 3.162 -3.578
H 0.374 -3.274 1.013
H 1.751 -1.551 3.963
H 3.252 -1.396 -4.418
H -2.164 3.892 -2.940
H 2.050 1.493 -1.030
H 4.467 1.979 2.915
H -1.925 -1.495 2.107
H 2.868 -3.712 -0.553
H -2.879 1.626 -1.566
H 1.550 -1.945 0.979
H 0.209 -2.066 2.139
H -1.116 0.343 2.782
H -1.144 6.757 -1.431
H 2.491 -0.834 -0.685
H 0.793 3.695 3.158
H -1.235 -0.550 -4.595
H 2.059 6.474 -0.293
H 2.198 -0.492 -2.329
H -2.227 -2.374 0.434
H -2.709 -2.023 -3.665
H 0.023 -6.445 0.876
H 0.966 2.858 -2.222
H -1.356 -3.224 -0.838
H 1.117 5.495 -1.014
H 2.329 -4.561 0.590
H 3.374 2.934 2.433
H 4.510 -0.624 -2.436
H 0.444 1.203 -1.817
H 3.536 -2.995 3.258
H 1.984 1.807 1.464
H -4.009 -0.733 -0.082
H -2.888 1.888 1.941
H -3.585 3.660 -2.431
H -0.923 5.251 -1.617
H -1.480 2.924 3.618
H 0.482 3.076 -0.082
H 1.116 0.673 2.407
H -3.341 3.031 1.048
H -1.082 -5.691 0.134
H 4.917 0.460 -1.431
H -0.645 2.740 1.258
H -0.910 -1.511 -5.732
H 2.329 -3.743 2.708
H -1.135 2.391 -0.337
H -4.453 -3.283 -0.026
H -0.158 -0.055 3.925
H 1.738 -1.177 5.457
H -2.970 -0.724 -2.884
H 1.574 -5.141 -2.367
H 2.131 0.018 1.134
H 0.329 -5.537 -1.569
H 0.911 -2.508 -1.475
H 1.128 4.803 2.155
H -2.312 0.330 -0.950
H -1.877 -3.003 2.458
H -5.149 -0.332 0.841
H -5.665 -3.466 0.848
```

---

# 3
Formula: C25H40IrN3O5P2
Source: the OMol25 dataset
Level of theory: ωB97M-V/def2-TZVPD

**Frontier orbital gap (alpha / beta)**: 4.36 / 6.93 eV
**Lowest unoccupied orbital energy (alpha / beta)**: 0.00909 / -0.05401 Eh
**Highest occupied orbital energy (alpha / beta)**: -4.1084 / -8.4001 eV
**2S+1**: 5

XYZ file:
```
76
C25H40IrN3O5P2 | the OMol25 dataset | ωB97M-V/def2-TZVPD
Ir -0.363 -0.692 -0.035
P 2.078 -0.958 -0.528
P -2.468 -0.912 -0.614
O -2.172 0.236 2.831
O 0.293 -3.248 -3.758
O -2.500 -2.273 -6.272
O 0.880 2.719 4.907
O 0.588 2.425 0.187
N -0.283 0.831 1.542
N -0.728 1.741 3.652
N -0.256 0.520 -1.803
C 1.118 2.823 2.468
C 3.479 2.956 1.461
C -0.140 2.320 -3.877
C -0.086 -3.674 0.466
C -2.738 0.467 -1.854
C -0.641 -2.532 1.076
C 2.784 -2.356 -1.448
C 1.028 1.872 -3.277
C 0.940 0.942 -2.247
C -0.568 4.743 2.126
C -3.894 -0.341 0.362
C -3.006 -2.549 -1.247
C -1.355 1.769 -3.497
C 0.457 1.994 1.330
C 0.095 -4.865 1.170
C 2.245 0.480 -1.615
C -1.120 0.851 2.647
C 2.893 -0.899 1.068
C 0.890 4.350 2.222
C -1.034 -3.898 3.035
C 0.485 2.421 3.773
C -1.399 0.845 -2.451
C -0.366 -4.986 2.474
C -1.193 -2.683 2.340
C 2.614 2.472 2.597
H -2.487 -1.464 -5.728
H 2.954 0.253 -2.436
H 1.082 -3.221 -4.331
H 2.170 -2.543 -2.328
H -3.906 -0.858 1.322
H 2.689 1.350 -1.091
H -0.658 5.816 1.932
H -1.261 1.675 4.483
H -2.532 -2.763 -2.213
H 3.112 -1.929 1.372
H -4.100 -2.643 -1.338
H 3.172 2.505 0.515
H 0.281 -3.611 -0.556
H 3.820 -2.179 -1.752
H 0.879 -1.829 -0.293
H -1.420 -4.012 4.052
H -2.658 -3.309 -0.536
H 3.826 -0.323 1.069
H -0.224 -5.922 3.024
H -3.115 1.337 -1.300
H 2.664 1.378 2.689
H -1.115 4.532 3.050
H -3.735 0.727 0.547
H 0.617 -5.687 0.686
H 1.381 4.920 3.027
H -1.725 -1.845 2.806
H 4.511 2.671 1.669
H -3.355 -2.063 -6.712
H 2.988 2.870 3.551
H 2.013 2.241 -3.509
H -4.845 -0.459 -0.181
H -2.305 2.035 -3.941
H -0.361 -2.993 -4.485
H -3.522 0.219 -2.560
H 1.398 4.591 1.285
H -1.029 4.210 1.289
H 3.446 4.044 1.357
H 2.206 -0.476 1.805
H 2.680 -3.230 -0.805
H -0.087 3.074 -4.644
```